{"formula": "C43H38Cl5N6O5PTa", "method": "wB97M-V/def2-TZVPD", "homo_lumo_gap_ev": 7.479, "fmax_ev_per_a": 0.8, "e_above_lowest_kj_mol": 80.8, "homo_ev": -10.0, "total_charge": 1, "elements": ["Ta", "O", "C", "O", "C", "C", "C", "C", "C", "C", "P", "C", "C", "C", "C", "C", "C", "C", "C", "C", "C", "C", "C", "H", "H", "H", "H", "H", "H", "H", "H", "H", "H", "H", "H", "H", "H", "Cl", "C", "C", "Cl", "C", "Cl", "C", "O", "C", "Cl", "C", "Cl", "C", "C", "C", "C", "C", "C", "C", "C", "N", "H", "H", "H", "H", "H", "H", "H", "H", "H", "C", "N", "C", "C", "C", "N", "C", "O", "N", "H", "H", "H", "H", "H", "H", "H", "N", "C", "N", "C", "C", "O", "C", "C", "H", "H", "H", "H", "H", "H", "H", "H"], "xyz": [[-0.082, -0.071, 1.061], [-3.443, 2.121, 0.700], [-2.527, 1.711, 0.037], [-1.746, 0.732, 0.464], [-2.259, 2.209, -1.355], [-3.125, 3.205, -1.804], [-3.013, 3.721, -3.080], [-2.029, 3.235, -3.930], [-1.161, 2.252, -3.492], [-1.252, 1.723, -2.204], [-0.026, 0.424, -1.739], [1.477, 1.063, -2.563], [2.240, 1.952, -1.802], [3.377, 2.545, -2.332], [3.770, 2.253, -3.633], [3.009, 1.383, -4.402], [1.865, 0.797, -3.875], [-0.622, -1.002, -2.727], [0.222, -1.959, -3.291], [-0.300, -3.088, -3.909], [-1.670, -3.291, -3.954], [-2.519, -2.355, -3.379], [-2.001, -1.223, -2.771], [-3.887, 3.556, -1.123], [-3.690, 4.496, -3.412], [-1.933, 3.625, -4.935], [-0.394, 1.895, -4.166], [1.935, 2.186, -0.791], [3.948, 3.239, -1.728], [4.654, 2.715, -4.051], [3.294, 1.173, -5.424], [1.267, 0.153, -4.505], [1.296, -1.822, -3.264], [0.372, -3.804, -4.366], [-2.075, -4.166, -4.443], [-3.591, -2.501, -3.414], [-2.676, -0.494, -2.340], [3.281, 0.827, 7.377], [2.160, 0.538, 6.110], [2.537, -0.227, 5.010], [4.108, -0.914, 4.897], [1.620, -0.429, 3.993], [1.959, -1.405, 2.602], [0.336, 0.109, 4.022], [-0.497, -0.137, 3.024], [-0.038, 0.852, 5.140], [-1.623, 1.517, 5.168], [0.869, 1.071, 6.172], [0.400, 2.012, 7.525], [3.884, 1.242, 1.465], [3.080, 2.481, 1.748], [3.719, 3.655, 2.122], [3.000, 4.806, 2.403], [1.617, 4.789, 2.299], [0.944, 3.639, 1.915], [-0.551, 3.644, 1.765], [1.681, 2.474, 1.640], [0.993, 1.332, 1.241], [4.950, 1.447, 1.563], [3.689, 0.877, 0.456], [3.632, 0.431, 2.146], [4.799, 3.659, 2.208], [3.512, 5.708, 2.707], [1.046, 5.682, 2.520], [-0.974, 4.578, 2.132], [-1.027, 2.821, 2.299], [-0.821, 3.551, 0.707], [0.662, -4.676, -0.459], [1.679, -3.677, -0.795], [2.779, -4.040, -1.506], [3.704, -3.139, -1.893], [3.462, -1.778, -1.537], [2.405, -1.432, -0.802], [1.513, -2.355, -0.456], [0.463, -2.049, 0.181], [4.285, -0.805, -1.920], [1.118, -5.479, 0.117], [0.225, -5.071, -1.375], [-0.109, -4.194, 0.130], [2.861, -5.093, -1.737], [4.576, -3.437, -2.453], [5.078, -0.993, -2.506], [4.020, 0.155, -1.748], [-1.941, -1.688, 1.400], [-2.883, -2.153, 1.876], [-3.988, -2.645, 2.401], [-4.494, -3.909, 1.839], [-5.370, -3.611, 0.633], [-6.410, -2.720, 0.979], [-5.906, -1.476, 1.436], [-5.059, -1.666, 2.681], [-5.078, -4.399, 2.619], [-3.652, -4.548, 1.576], [-5.842, -4.520, 0.264], [-4.755, -3.179, -0.171], [-6.766, -0.844, 1.647], [-5.303, -1.000, 0.650], [-5.657, -2.072, 3.496], [-4.607, -0.728, 3.001]], "forces_ev_per_a": [[-0.58, -0.10, -0.29], [0.00, 0.05, 0.03], [-0.17, -0.02, -0.03], [0.09, 0.09, 0.24], [0.09, -0.04, -0.04], [0.04, -0.02, 0.02], [0.00, 0.01, -0.04], [-0.04, 0.05, 0.00], [0.02, -0.05, 0.00], [0.02, 0.01, 0.17], [0.00, -0.09, -0.19], [-0.01, 0.05, 0.09], [-0.03, -0.03, 0.02], [0.01, 0.00, 0.01], [-0.01, 0.00, -0.01], [0.01, 0.01, -0.01], [-0.03, -0.02, 0.03], [-0.08, 0.04, 0.13], [0.07, 0.03, 0.02], [0.05, 0.01, 0.03], [-0.02, 0.01, 0.01], [0.01, -0.04, -0.01], [0.05, 0.07, -0.02], [-0.01, 0.01, 0.00], [0.00, 0.00, -0.01], [0.00, 0.01, 0.00], [-0.04, 0.02, 0.02], [0.03, 0.01, -0.01], [0.00, 0.01, 0.01], [0.00, 0.00, 0.00], [0.00, -0.01, -0.01], [-0.01, -0.08, 0.00], [0.00, 0.02, -0.03], [0.00, -0.01, -0.01], [-0.01, -0.01, 0.00], [-0.01, 0.01, 0.00], [-0.02, 0.00, 0.00], [0.01, -0.01, 0.01], [-0.01, 0.02, 0.00], [0.04, -0.02, -0.03], [-0.04, 0.01, 0.01], [-0.03, 0.01, 0.02], [0.19, -0.26, 0.19], [-0.04, -0.07, -0.12], [-0.13, -0.03, -0.16], [-0.03, 0.16, -0.03], [0.05, -0.02, 0.01], [0.02, -0.01, -0.01], [-0.01, 0.00, 0.00], [-0.02, 0.09, -0.04], [0.10, -0.18, -0.03], [-0.01, 0.07, 0.07], [-0.05, -0.06, -0.01], [0.07, 0.04, 0.04], [-0.15, -0.06, -0.03], [0.05, 0.04, -0.07], [-0.12, 0.18, -0.02], [0.25, -0.41, -0.07], [0.00, 0.01, -0.01], [-0.04, -0.09, -0.02], [0.06, 0.08, -0.02], [0.01, -0.01, 0.00], [0.01, 0.01, -0.01], [0.00, 0.01, 0.00], [0.00, 0.00, 0.00], [0.01, -0.01, 0.02], [-0.01, 0.02, 0.06], [-0.03, -0.02, 0.02], [0.04, 0.09, -0.04], [0.01, -0.01, 0.04], [0.01, 0.00, -0.06], [0.02, 0.02, 0.18], [-0.01, -0.07, -0.05], [-0.09, 0.00, -0.11], [0.22, 0.68, 0.29], [-0.01, -0.07, -0.01], [0.00, -0.01, -0.01], [-0.01, 0.00, -0.01], [0.02, -0.01, 0.00], [-0.01, -0.01, 0.00], [0.00, -0.01, -0.01], [-0.01, 0.00, -0.01], [0.01, 0.05, 0.01], [0.33, -0.18, 0.07], [-0.15, 0.05, -0.26], [0.09, 0.00, 0.10], [-0.02, -0.03, -0.02], [0.00, -0.02, 0.00], [-0.01, 0.00, -0.02], [0.00, 0.01, 0.01], [-0.04, 0.06, 0.03], [0.01, 0.00, 0.00], [0.00, 0.00, 0.01], [0.01, 0.00, 0.00], [-0.01, 0.00, 0.00], [0.01, 0.01, 0.00], [-0.01, 0.00, 0.00], [0.00, 0.01, 0.00], [0.00, -0.01, 0.01]], "mulliken_charge": [1.062, -0.685, 0.252, 0.365, 0.393, -0.810, -0.694, -0.803, -0.886, 0.282, 1.447, 0.945, -1.599, -0.328, -0.769, -0.907, -0.151, 0.833, -0.060, -0.966, -0.837, -0.810, -0.898, 0.558, 0.431, 0.469, 0.400, 0.198, 0.506, 0.411, 0.479, 0.540, 0.369, 0.497, 0.421, 0.526, 0.311, -0.183, 0.367, -0.084, -0.160, 1.132, -0.109, -1.280, -0.669, 0.359, -0.148, 0.262, -0.177, -0.350, 1.359, -1.173, -0.926, -1.074, 1.085, -0.731, -0.234, 1.894, 0.596, -0.347, -0.203, 0.484, 0.444, 0.462, 0.512, -0.057, 0.019, -1.238, 0.304, -0.448, -1.230, 0.813, 0.663, 0.022, -0.982, -0.158, 0.395, 0.401, 0.311, 0.535, 0.460, 0.253, -0.144, -0.986, 0.353, -0.139, -0.658, -0.297, -0.421, -0.295, -0.641, 0.310, 0.410, 0.380, 0.179, 0.383, 0.159, 0.329, 0.414]}